Here is a 3-piece molecular cluster, C28H50NO16P3S overall at a distorted geometry from the Open Molecules 2025 dataset. Energies are from ωB97M-V/def2-TZVPD.

The frontier orbital gap comes out at 0.3075 hartree. Its HOMO energy is -9.1 eV. The SMILES is CC(=O)OCC[C@]1([PH2]=N)OS(=O)(=O)O[C@@]1(CC=O)CC(=O)c1ccccc1.CCOP(=O)(OCC)OCC.CCOP(=O)(OCC)OCC.

Cartesian coordinates (Å):
C  -1.32  0.21  4.56
C  -1.11  1.67  4.11
O  -1.57  2.56  4.77
O  -0.37  1.85  2.97
C  -1.11  2.46  1.89
C  -0.28  3.59  1.25
C  0.42  3.24  -0.09
P  2.19  2.83  0.43
N  3.11  2.44  -0.77
O  0.61  4.40  -0.96
S  0.82  4.00  -2.53
O  -0.18  4.50  -3.42
O  2.11  4.33  -3.03
O  0.46  2.42  -2.34
C  -0.21  2.21  -1.07
C  -1.73  2.27  -1.38
C  -2.33  3.68  -1.49
O  -2.53  4.42  -0.56
C  0.27  0.77  -0.64
C  -0.62  -0.36  -1.22
O  -0.32  -0.81  -2.30
C  -1.84  -0.89  -0.49
C  -2.96  -1.21  -1.27
C  -4.11  -1.70  -0.64
C  -4.14  -1.84  0.74
C  -3.04  -1.53  1.54
C  -1.89  -1.07  0.90
H  -0.40  -0.34  4.28
H  -1.42  0.14  5.65
H  -2.20  -0.18  4.04
H  -1.99  2.95  2.35
H  -1.51  1.71  1.20
H  0.53  3.82  1.97
H  -0.85  4.53  1.16
H  2.12  1.77  1.38
H  2.65  4.00  1.09
H  3.48  1.50  -0.68
H  -2.34  1.65  -0.70
H  -1.85  1.80  -2.37
H  -2.60  4.04  -2.51
H  0.30  0.65  0.46
H  1.27  0.63  -1.07
H  -2.95  -1.08  -2.35
H  -4.99  -1.94  -1.24
H  -5.06  -2.21  1.21
H  -3.10  -1.66  2.62
H  -1.01  -0.83  1.51
O  -6.88  -5.30  1.08
P  -6.45  -6.74  0.96
O  -7.73  -7.50  1.66
C  -9.03  -7.28  1.13
C  -9.29  -8.13  -0.11
O  -5.35  -6.74  2.20
C  -4.62  -5.56  2.51
C  -5.19  -4.90  3.75
O  -5.79  -8.12  0.37
C  -5.55  -9.26  1.20
C  -6.57  -10.35  0.95
H  -9.18  -6.22  0.89
H  -9.75  -7.54  1.91
H  -8.51  -7.97  -0.86
H  -10.26  -7.89  -0.54
H  -9.28  -9.19  0.15
H  -4.61  -4.87  1.66
H  -3.58  -5.85  2.70
H  -6.27  -4.78  3.67
H  -4.74  -3.92  3.92
H  -5.01  -5.53  4.63
H  -5.52  -9.01  2.26
H  -4.56  -9.62  0.93
H  -7.51  -10.13  1.45
H  -6.21  -11.30  1.36
H  -6.78  -10.47  -0.11
O  8.16  4.33  -4.30
P  8.23  5.21  -3.09
O  9.21  4.32  -2.10
C  10.50  3.95  -2.58
C  11.50  5.08  -2.43
O  6.74  4.87  -2.48
C  5.64  4.55  -3.35
C  5.39  3.06  -3.33
O  8.31  6.56  -2.15
C  8.03  6.52  -0.74
C  9.30  6.60  0.08
H  10.44  3.63  -3.62
H  10.82  3.09  -1.99
H  11.14  5.99  -2.92
H  12.46  4.81  -2.87
H  11.66  5.32  -1.38
H  5.83  4.91  -4.36
H  4.76  5.07  -2.97
H  6.30  2.49  -3.51
H  4.66  2.78  -4.09
H  5.01  2.75  -2.36
H  7.45  5.64  -0.46
H  7.41  7.39  -0.53
H  9.81  5.63  0.10
H  9.06  6.86  1.11
H  9.99  7.33  -0.33

Atomic partial charges in e from the Löwdin method, atoms 1 to 8: atom 1 (C): 0.025, atom 2 (C): -0.498, atom 3 (O): 0.132, atom 4 (O): -0.047, atom 5 (C): -0.141, atom 6 (C): -0.100, atom 7 (C): -0.462, atom 8 (P): 0.814

Here is a 18-piece molecular cluster, C28H51Cl34OS overall at a distorted geometry from the Open Molecules 2025 dataset. Energies are from ωB97M-V/def2-TZVPD.

The frontier orbital gap comes out at 0.2726 hartree. The charge is +1. Its HOMO energy is -10.7 eV.

Cartesian coordinates (Å):
C  -4.94  -2.19  -0.88
C  -3.37  -1.88  -0.47
C  -2.21  -3.01  -0.82
C  -0.61  -2.73  -0.43
C  -0.07  -1.33  0.27
C  1.48  -1.00  0.66
C  2.31  -2.42  0.77
C  2.21  0.12  -0.29
C  -1.24  -0.17  0.59
O  -0.74  1.08  1.18
C  -1.62  1.59  2.24
S  -1.62  0.47  3.78
C  -2.84  -0.47  0.24
H  -5.24  -1.62  -1.87
H  -5.02  -3.35  -1.12
H  -5.67  -1.93  0.02
H  -2.59  -4.00  -1.35
H  0.14  -3.60  -0.72
H  1.48  -0.55  1.76
H  3.34  -2.21  1.33
H  2.50  -2.95  -0.26
H  1.63  -3.15  1.43
H  1.93  0.02  -1.44
H  3.40  0.13  -0.20
H  1.87  1.22  0.02
H  -1.14  2.62  2.61
H  -2.70  1.87  1.87
H  -2.38  -0.64  3.40
H  -0.27  0.15  4.01
H  -3.69  0.32  0.48
C  0.61  3.77  4.64
Cl  -0.35  5.23  4.91
Cl  1.84  3.57  5.89
H  -0.05  2.90  4.64
H  1.11  3.85  3.66
C  2.29  -3.59  4.38
Cl  2.41  -1.86  4.03
Cl  0.93  -4.32  3.51
H  3.21  -4.08  4.06
H  2.14  -3.73  5.45
C  -3.64  -2.91  5.02
Cl  -5.04  -3.86  5.53
Cl  -3.76  -2.47  3.31
H  -3.60  -1.99  5.62
H  -2.73  -3.49  5.18
C  -7.23  -6.60  3.98
Cl  -7.96  -6.45  5.59
Cl  -8.46  -6.55  2.72
H  -6.53  -5.77  3.83
H  -6.69  -7.55  3.93
C  4.02  -4.28  -2.62
Cl  2.53  -5.07  -2.09
Cl  3.69  -2.74  -3.41
H  4.66  -4.10  -1.75
H  4.54  -4.94  -3.33
C  -12.25  -5.36  2.67
Cl  -13.64  -6.32  3.18
Cl  -12.36  -4.92  0.96
H  -12.20  -4.45  3.27
H  -11.34  -5.95  2.82
C  1.57  2.97  -2.51
Cl  3.10  2.09  -2.40
Cl  0.21  1.85  -2.70
H  1.43  3.55  -1.59
H  1.61  3.64  -3.37
C  1.03  7.21  -2.52
Cl  2.56  6.33  -2.41
Cl  -0.33  6.10  -2.72
H  0.89  7.79  -1.61
H  1.07  7.88  -3.38
C  5.39  1.28  6.81
Cl  5.51  3.01  6.46
Cl  4.03  0.56  5.95
H  6.32  0.79  6.50
H  5.25  1.15  7.88
C  1.38  8.45  4.83
Cl  1.08  9.50  6.22
Cl  3.06  8.56  4.30
H  1.15  7.42  5.11
H  0.73  8.76  4.01
C  3.60  5.88  -6.37
Cl  2.32  4.71  -6.01
Cl  3.14  7.50  -5.85
H  4.51  5.58  -5.84
H  3.79  5.89  -7.44
C  -0.32  11.72  2.52
Cl  -1.37  10.38  2.99
Cl  0.03  11.68  0.78
H  -0.82  12.66  2.75
H  0.62  11.65  3.07
C  4.46  -2.44  -6.99
Cl  5.84  -2.00  -8.02
Cl  4.75  -3.97  -6.16
H  4.31  -1.65  -6.25
H  3.57  -2.53  -7.62
C  6.17  -3.73  -11.35
Cl  4.81  -3.03  -12.24
Cl  7.62  -3.82  -12.37
H  6.39  -3.10  -10.49
H  5.91  -4.74  -11.02
C  6.83  -1.73  -15.47
Cl  6.38  -2.16  -17.13
Cl  6.64  0.01  -15.20
H  6.18  -2.27  -14.78
H  7.87  -2.01  -15.30
C  -2.98  -6.99  5.14
Cl  -3.86  -6.77  3.63
Cl  -1.40  -6.19  5.09
H  -3.56  -6.57  5.96
H  -2.83  -8.06  5.31
C  -5.27  2.10  5.21
Cl  -6.16  2.33  3.69
Cl  -3.70  2.90  5.15
H  -5.86  2.52  6.02
H  -5.12  1.03  5.37

Atomic partial charges in e from the Löwdin method, atoms 1 to 8: atom 1 (C): -0.114, atom 2 (C): -0.188, atom 3 (C): -0.009, atom 4 (C): 0.022, atom 5 (C): -0.026, atom 6 (C): -0.356, atom 7 (C): -0.143, atom 8 (C): -0.167